{
  "formula": "C31H74O13S4Si",
  "method": "ωB97M-V with the def2-TZVPD basis set",
  "symbols": ["C", "C", "C", "C", "C", "C", "C", "C", "C", "C", "C", "C", "C", "Si", "C", "C", "C", "C", "C", "O", "C", "H", "H", "H", "H", "H", "H", "H", "H", "H", "H", "H", "H", "H", "H", "H", "H", "H", "H", "H", "H", "H", "H", "H", "H", "H", "H", "H", "H", "H", "H", "H", "H", "H", "H", "H", "H", "H", "H", "H", "H", "H", "H", "C", "C", "O", "S", "C", "O", "O", "H", "H", "H", "H", "H", "H", "H", "H", "C", "C", "O", "S", "C", "O", "O", "H", "H", "H", "H", "H", "H", "H", "H", "C", "C", "O", "S", "C", "O", "O", "H", "H", "H", "H", "H", "H", "H", "H", "C", "C", "O", "S", "C", "O", "O", "H", "H", "H", "H", "H", "H", "H", "H"],
  "xyz": [[7.43, -0.69, 1.73], [8.69, -0.18, 1.04], [8.76, 1.34, 0.87], [7.48, 2.05, 0.37], [6.94, 3.12, 1.33], [5.79, 2.61, 2.21], [4.80, 3.71, 2.61], [4.08, 4.41, 1.43], [2.62, 4.03, 1.23], [2.31, 2.70, 0.53], [3.28, 2.24, -0.56], [2.59, 1.59, -1.75], [3.62, 1.07, -2.78], [3.59, -0.79, -3.07], [2.05, -1.28, -4.03], [3.70, -1.87, -1.52], [2.78, -1.46, -0.38], [2.78, -2.45, 0.81], [2.35, -1.78, 2.12], [1.34, -2.55, 2.77], [0.17, -1.82, 3.05], [7.53, -1.76, 1.92], [7.25, -0.19, 2.68], [6.56, -0.58, 1.08], [8.81, -0.69, 0.08], [9.54, -0.49, 1.64], [9.09, 1.77, 1.82], [9.56, 1.55, 0.15], [6.70, 1.32, 0.17], [7.69, 2.51, -0.59], [6.61, 3.96, 0.73], [7.75, 3.50, 1.95], [5.24, 1.81, 1.72], [6.20, 2.20, 3.13], [5.30, 4.47, 3.21], [4.02, 3.26, 3.24], [4.09, 5.48, 1.64], [4.67, 4.28, 0.52], [2.16, 4.00, 2.22], [2.12, 4.85, 0.70], [1.32, 2.81, 0.07], [2.18, 1.91, 1.28], [4.01, 1.55, -0.11], [3.86, 3.07, -0.96], [1.90, 0.81, -1.43], [1.97, 2.37, -2.20], [3.43, 1.52, -3.75], [4.61, 1.42, -2.49], [4.77, -1.12, -3.92], [2.25, -1.15, -5.10], [1.89, -2.34, -3.87], [1.18, -0.71, -3.73], [4.73, -1.98, -1.20], [3.38, -2.86, -1.85], [1.75, -1.41, -0.73], [3.02, -0.47, 0.00], [2.06, -3.24, 0.63], [3.78, -2.88, 0.91], [1.96, -0.79, 1.91], [3.19, -1.70, 2.81], [-0.34, -1.52, 2.13], [0.38, -0.91, 3.62], [-0.50, -2.45, 3.64], [-4.07, -1.53, -2.49], [-3.68, -1.63, -1.02], [-2.70, -2.66, -0.78], [-1.19, -2.35, -1.16], [-0.46, -3.69, -0.29], [-0.81, -1.11, -0.56], [-1.00, -2.55, -2.57], [-3.25, -1.18, -3.10], [-4.91, -0.84, -2.60], [-4.38, -2.51, -2.86], [-3.31, -0.67, -0.65], [-4.54, -1.91, -0.43], [-0.63, -3.55, 0.78], [0.61, -3.66, -0.50], [-0.89, -4.62, -0.64], [-9.64, -3.36, -1.28], [-9.21, -3.51, 0.16], [-8.26, -4.58, 0.35], [-6.75, -4.30, -0.06], [-6.03, -5.69, 0.75], [-6.32, -3.09, 0.58], [-6.60, -4.45, -1.48], [-8.81, -3.00, -1.90], [-10.45, -2.64, -1.35], [-9.97, -4.31, -1.69], [-8.81, -2.58, 0.56], [-10.07, -3.79, 0.77], [-6.17, -5.58, 1.82], [-4.97, -5.68, 0.50], [-6.50, -6.59, 0.37], [5.46, 7.83, -3.86], [6.31, 6.58, -3.94], [7.47, 6.64, -3.07], [7.23, 6.40, -1.52], [8.92, 6.16, -1.07], [6.52, 5.16, -1.36], [6.75, 7.60, -0.91], [4.98, 7.93, -2.89], [4.68, 7.79, -4.62], [6.07, 8.72, -4.03], [5.73, 5.69, -3.70], [6.72, 6.45, -4.93], [9.29, 5.27, -1.57], [8.94, 6.04, 0.01], [9.48, 7.04, -1.37], [-16.11, -2.34, 1.43], [-15.66, -2.54, 2.86], [-14.72, -3.64, 3.00], [-13.22, -3.37, 2.57], [-12.52, -4.79, 3.33], [-12.75, -2.19, 3.21], [-13.10, -3.51, 1.15], [-15.30, -2.00, 0.80], [-16.91, -1.60, 1.39], [-16.48, -3.28, 1.01], [-15.22, -1.63, 3.27], [-16.50, -2.82, 3.49], [-12.64, -4.70, 4.41], [-11.46, -4.81, 3.07], [-13.02, -5.68, 2.95]],
  "homo_ev": -9.30,
  "total_charge": 0,
  "smiles": "CCCCCCCCCCCCC[Si@H](C)CCCCOC.CCOS(C)(=O)=O.CCOS(C)(=O)=O.CCOS(C)(=O)=O.CCOS(C)(=O)=O",
  "total_energy_ev": -111181.801,
  "orbital_gap_ev": 9.64,
  "fmax_ha_per_bohr": 0.0145
}

---

{
  "formula": "C18H48AsF6O18S6",
  "method": "ωB97M-V with the def2-TZVPD basis set",
  "symbols": ["As", "F", "F", "F", "F", "F", "F", "O", "S", "O", "O", "C", "C", "C", "H", "H", "H", "H", "H", "H", "H", "H", "O", "S", "O", "O", "C", "C", "C", "H", "H", "H", "H", "H", "H", "H", "H", "O", "S", "O", "O", "C", "C", "C", "H", "H", "H", "H", "H", "H", "H", "H", "O", "S", "O", "O", "C", "C", "C", "H", "H", "H", "H", "H", "H", "H", "H", "O", "S", "O", "O", "C", "C", "C", "H", "H", "H", "H", "H", "H", "H", "H", "O", "S", "O", "O", "C", "C", "C", "H", "H", "H", "H", "H", "H", "H", "H"],
  "xyz": [[1.15, -0.16, -0.42], [2.91, -0.58, -0.26], [0.91, -1.96, -0.23], [-0.61, 0.21, -0.56], [1.38, 1.58, -0.65], [1.20, -0.35, -2.18], [0.97, 0.10, 1.37], [6.06, 0.08, -3.66], [5.89, 1.47, -3.25], [5.21, 2.40, -4.10], [5.18, 1.60, -1.77], [4.35, 2.77, -1.41], [3.89, 2.97, 0.07], [7.52, 2.11, -2.80], [3.48, 2.81, -2.06], [4.97, 3.65, -1.64], [3.44, 2.00, 0.28], [3.12, 3.71, 0.23], [4.73, 3.13, 0.74], [8.18, 1.42, -2.27], [7.39, 2.98, -2.15], [8.06, 2.48, -3.68], [-0.18, 4.08, -4.54], [-1.01, 2.85, -4.42], [-2.46, 2.94, -4.23], [-0.68, 1.89, -5.77], [0.61, 1.99, -6.46], [0.59, 1.41, -7.87], [-0.21, 1.84, -3.09], [1.42, 1.50, -5.91], [0.80, 3.06, -6.50], [1.50, 0.85, -8.10], [0.61, 2.12, -8.69], [-0.26, 0.75, -8.02], [0.86, 2.06, -3.13], [-0.24, 0.78, -3.37], [-0.66, 2.12, -2.14], [-4.08, -1.49, 4.09], [-3.47, -0.21, 3.72], [-4.35, 0.85, 3.17], [-2.67, 0.41, 5.02], [-1.82, -0.39, 5.80], [-1.32, 0.49, 7.01], [-1.98, -0.47, 2.45], [-0.94, -0.63, 5.20], [-2.18, -1.38, 6.08], [-0.91, 1.42, 6.62], [-0.42, 0.01, 7.39], [-2.05, 0.53, 7.82], [-1.76, -1.53, 2.57], [-1.04, -0.03, 2.79], [-2.35, -0.34, 1.44], [-4.14, 4.31, -1.14], [-4.60, 3.02, -0.71], [-5.26, 2.81, 0.55], [-5.65, 2.55, -1.86], [-6.89, 3.26, -2.09], [-7.37, 2.58, -3.30], [-3.43, 1.68, -0.99], [-6.74, 4.30, -2.37], [-7.51, 3.16, -1.20], [-7.38, 1.50, -3.15], [-6.52, 2.76, -3.96], [-8.26, 3.07, -3.68], [-2.57, 1.89, -0.35], [-3.13, 1.76, -2.03], [-3.90, 0.74, -0.70], [-4.30, -5.05, 0.35], [-2.97, -4.76, 0.87], [-2.83, -4.10, 2.17], [-2.09, -6.18, 0.82], [-0.79, -6.19, 1.42], [-0.83, -6.27, 2.97], [-2.04, -3.99, -0.52], [-0.38, -5.22, 1.12], [-0.13, -7.00, 1.11], [-1.40, -7.13, 3.30], [-1.34, -5.42, 3.43], [0.16, -6.27, 3.43], [-2.58, -3.31, -1.18], [-1.77, -4.82, -1.17], [-1.13, -3.59, -0.07], [4.51, -2.79, 2.03], [3.78, -2.99, 3.30], [4.26, -3.97, 4.26], [3.57, -1.55, 4.16], [3.41, -0.40, 3.32], [3.96, 0.83, 3.89], [1.97, -3.36, 3.00], [2.37, -0.26, 3.04], [3.92, -0.52, 2.37], [5.03, 0.87, 4.10], [3.52, 0.75, 4.88], [3.60, 1.69, 3.32], [2.03, -4.41, 2.71], [1.69, -2.72, 2.17], [1.40, -3.10, 3.89]],
  "homo_ev": [1.71, -6.12],
  "total_charge": -2,
  "total_energy_ev": -198452.523,
  "orbital_gap_ev": [1.91, 9.66],
  "fmax_ha_per_bohr": 0.0659,
  "multiplicity": 2
}

---

{
  "formula": "C4H21NO5",
  "method": "ωB97M-V with the def2-TZVPD basis set",
  "symbols": ["O", "H", "H", "H", "O", "H", "H", "H", "O", "H", "H", "H", "O", "H", "C", "C", "C", "O", "C", "N", "H", "H", "H", "H", "H", "H", "H", "H", "H", "H", "H"],
  "xyz": [[2.95, -4.03, -5.00], [3.19, -3.61, -5.83], [2.10, -3.68, -4.71], [2.90, -4.98, -4.91], [-1.37, -0.73, -7.53], [-2.00, -1.28, -8.00], [-1.34, -0.99, -6.61], [-0.51, -0.75, -7.95], [-3.50, -4.51, -4.97], [-2.69, -4.06, -4.71], [-3.85, -4.13, -5.78], [-3.24, -5.42, -5.16], [-0.22, -2.10, -4.03], [-0.02, -1.43, -3.35], [2.06, 3.34, 4.09], [1.14, 2.22, 3.66], [0.30, 1.72, 4.84], [-0.50, 2.72, 5.43], [-1.11, 2.39, 6.66], [0.46, 2.61, 2.42], [3.02, 3.36, 3.57], [2.41, 3.42, 5.11], [1.69, 4.35, 3.93], [1.67, 1.31, 3.39], [0.91, 1.11, 5.50], [-0.33, 0.94, 4.41], [-2.13, 2.02, 6.57], [-1.13, 3.37, 7.14], [-0.53, 1.73, 7.31], [-0.32, 3.23, 2.56], [-0.02, 1.87, 1.94]],
  "homo_ev": -11.65,
  "total_charge": 2,
  "total_energy_ev": -16191.320,
  "orbital_gap_ev": 3.65,
  "fmax_ha_per_bohr": 0.0428,
  "e_above_lowest_ev": 0.000
}

---

{
  "formula": "C30H59IN3O5Si2",
  "method": "ωB97M-V with the def2-TZVPD basis set",
  "symbols": ["C", "C", "C", "C", "C", "C", "C", "C", "C", "C", "C", "C", "C", "Si", "O", "Si", "C", "C", "C", "I", "O", "C", "N", "N", "C", "C", "O", "C", "C", "O", "H", "H", "H", "H", "H", "H", "H", "H", "H", "H", "H", "H", "H", "H", "H", "H", "H", "H", "H", "H", "H", "H", "H", "H", "H", "H", "H", "H", "H", "H", "H", "H", "H", "H", "H", "H", "H", "H", "H", "H", "H", "C", "C", "C", "C", "C", "C", "N", "O", "C", "C", "C", "H", "H", "H", "H", "H", "H", "H", "H", "H", "H", "H", "H", "H", "H", "H", "H", "H", "H"],
  "xyz": [[-2.74, -5.24, 4.29], [-2.88, -6.76, 3.65], [-4.48, -7.07, 3.34], [-4.80, -7.23, 1.72], [-4.49, -5.81, 0.92], [-5.61, -4.66, 1.40], [-6.43, -4.23, 0.04], [-7.38, -2.89, 0.24], [-6.40, -1.64, 0.72], [-7.01, -0.15, 0.41], [-6.11, 1.09, 1.04], [-5.85, 0.94, 2.66], [-4.29, 1.11, 3.12], [-3.11, -0.30, 2.43], [-2.09, 0.44, 1.20], [-1.09, -0.78, 0.37], [-1.13, -0.22, -1.52], [-0.55, 1.31, -1.65], [0.94, 1.40, -2.34], [2.06, 2.94, -1.24], [-1.74, -2.40, 0.38], [-1.08, -3.30, 1.33], [-0.32, -4.22, 1.88], [0.58, -0.56, 0.91], [1.63, -1.18, 0.05], [1.67, -2.69, -0.57], [2.72, -0.40, -0.23], [0.80, -0.70, 2.39], [0.55, 0.58, 3.41], [1.24, -1.84, 3.01], [-3.55, -5.05, 5.14], [-1.68, -5.04, 4.75], [-2.97, -4.42, 3.46], [-2.50, -7.56, 4.43], [-2.26, -6.90, 2.65], [-4.83, -8.09, 3.83], [-5.10, -6.21, 3.83], [-4.09, -8.07, 1.30], [-5.93, -7.54, 1.64], [-4.54, -5.96, -0.25], [-3.43, -5.40, 1.19], [-6.30, -5.16, 2.21], [-4.99, -3.79, 1.89], [-5.66, -4.04, -0.83], [-7.17, -5.13, -0.23], [-8.17, -3.05, 1.10], [-7.90, -2.66, -0.80], [-5.39, -1.77, 0.14], [-6.18, -1.81, 1.86], [-7.07, -0.02, -0.76], [-8.13, -0.08, 0.81], [-6.76, 2.07, 0.86], [-5.12, 1.24, 0.42], [-6.45, 1.84, 3.17], [-6.35, -0.05, 3.13], [-4.28, 1.05, 4.31], [-3.87, 2.19, 2.85], [-3.91, -1.42, 1.97], [-2.23, -0.63, 3.57], [-2.25, -0.35, -1.87], [-0.51, -1.02, -2.14], [-1.35, 1.91, -2.31], [-0.52, 1.75, -0.54], [1.51, 0.37, -2.41], [0.81, 1.79, -3.46], [2.12, -3.39, 0.26], [2.44, -2.67, -1.48], [0.65, -3.07, -1.03], [0.32, 1.50, 2.69], [-0.30, 0.38, 4.19], [1.59, 0.83, 3.92], [9.26, 5.69, -2.55], [8.11, 5.90, -3.57], [7.07, 6.90, -3.00], [6.16, 6.30, -1.92], [5.52, 5.01, -2.41], [6.55, 3.97, -2.94], [7.51, 4.57, -3.93], [6.82, 4.73, -5.15], [7.33, 3.36, -1.75], [5.77, 2.75, -3.52], [8.81, 6.59, -4.79], [9.79, 4.75, -2.74], [10.01, 6.49, -2.61], [8.92, 5.69, -1.51], [6.43, 7.28, -3.81], [7.58, 7.78, -2.58], [6.73, 6.12, -1.00], [5.38, 7.02, -1.67], [4.93, 4.57, -1.60], [4.80, 5.26, -3.21], [8.13, 2.70, -2.09], [6.67, 2.76, -1.11], [7.76, 4.10, -1.08], [5.06, 3.03, -4.31], [5.17, 2.26, -2.74], [6.46, 2.00, -3.93], [9.56, 5.93, -5.24], [9.33, 7.51, -4.47], [8.10, 6.91, -5.56]],
  "homo_ev": [-8.94, -9.36],
  "total_charge": 0,
  "total_energy_ev": -70620.035,
  "orbital_gap_ev": [8.63, 9.04],
  "fmax_ha_per_bohr": 0.2358,
  "multiplicity": 2
}

---

Q: Number 4 is which compound?
A: C30H59IN3O5Si2